1.
Here is an isolated ion of composition C4H10NS and charge +1 in a non-equilibrium geometry from the Open Molecules 2025 dataset. Energies are from ωB97M-V/def2-TZVPD.

Its net charge is +1. The total energy comes out at -16627.4182 eV. The value obtained for the energy above the lowest of the compared OMol25 structures with the same formula, charge and spin is 149.35 kJ/mol.

Positions of all 16 atoms, in Å:
C -0.23 -0.26 0.36
C -1.58 1.45 -0.63
C 0.64 0.91 -1.45
C 1.16 -2.17 1.81
N -0.37 0.72 -0.43
S 1.41 -1.14 0.32
H -1.01 -0.55 1.14
H -1.65 2.53 -0.24
H -2.49 0.90 -0.17
H -1.74 1.50 -1.77
H 0.84 2.01 -1.41
H 0.19 0.72 -2.47
H 1.61 0.33 -1.24
H 1.96 -1.87 2.48
H 1.10 -3.25 1.42
H 0.17 -1.82 2.28

=====

2.
Here is one molecule with the formula C8H9NO3S in a non-equilibrium geometry from the Open Molecules 2025 dataset. Energies are from ωB97M-V/def2-TZVPD.

The total energy comes out at -26908.6254 eV. The value obtained for the energy above the lowest of the compared OMol25 structures with the same formula, charge and spin is 65.02 kJ/mol. As for the structure (SMILES): CC(=O)[C@](N)(C(=O)O)c1cccs1.

Positions of all 22 atoms, in Å:
C 2.03 1.70 1.17
C 1.53 0.43 0.78
C 1.50 2.67 0.38
C 0.47 0.55 -0.11
C -1.80 -0.44 -0.19
C 0.15 -1.94 -0.16
C -2.04 -0.35 1.30
C -0.32 -0.64 -0.61
N -0.18 -0.68 -2.30
O 1.12 -2.46 -0.86
O -2.63 -0.08 -0.99
O -0.33 -2.46 0.82
S 0.21 2.15 -0.54
H 2.96 1.93 1.70
H 1.79 -0.44 1.35
H 1.83 3.73 0.29
H -2.05 0.72 1.59
H -1.32 -1.05 1.76
H -3.06 -0.73 1.49
H 1.29 -1.77 -1.52
H -0.22 0.32 -2.67
H -0.92 -1.17 -2.69

=====

3.
Here is a 2-piece molecular cluster, C5H6N2O overall in a non-equilibrium geometry from the Open Molecules 2025 dataset. Energies are from ωB97M-V/def2-TZVPD.

The total energy comes out at -10307.4966 eV. The value obtained for the energy above the lowest of the compared OMol25 structures with the same formula, charge and spin is 203.29 kJ/mol. As for the structure (SMILES): C=C(C)C#N.N=C=O.

Positions of all 14 atoms, in Å:
C -0.64 0.91 1.04
N 2.25 0.58 -1.32
C 2.07 -0.12 -0.32
C -0.75 -0.15 -0.03
C -0.79 -1.48 0.19
C -1.53 0.32 -1.18
O 2.17 -0.73 0.67
N -2.59 0.54 -1.62
H 3.11 0.68 -1.83
H 0.16 0.62 1.72
H -0.44 1.88 0.59
H -1.56 1.04 1.61
H -0.01 -1.94 0.80
H -1.46 -2.16 -0.31

=====

| no. | HOMO (eV) |
| --- | --- |
| 1 | -14.0 |
| 2 | -9.4 |
| 3 | -9.7 |